Entry 1:
Below is a 2-piece molecular cluster, C3H6ClNO3 overall at a distorted geometry, with properties calculated with ωB97M-V/def2-TZVPD.

Output
lowest unoccupied orbital energy = -1.3 eV
HOMO level = -11.168 eV
Kohn-Sham gap = 9.9 eV
SMILES = CCC(=O)[N+](=O)[O-].Cl

The geometry in XYZ format:
```
14
Properties=species:S:1:pos:R:3:forces:R:3:nbo_charge:R:1
C -1.467 0.900 -0.612 -0.73 -0.13 2.02 -0.589
C -1.107 -0.282 0.303 -1.69 0.00 2.13 -0.539
C 0.300 -0.652 0.196 -0.07 0.83 -0.97 0.678
O 0.869 -0.712 -0.846 0.44 -0.82 1.51 -0.478
N 1.016 -0.819 1.588 4.44 -0.04 0.54 0.428
O 0.411 -1.053 2.615 -0.29 0.19 -1.26 -0.331
O 2.274 -0.662 1.539 -3.40 -0.38 -0.19 -0.346
H -0.992 0.753 -1.505 1.30 -0.14 -2.44 0.220
H -2.525 0.891 -0.824 -0.38 0.18 0.19 0.222
H -1.162 1.868 -0.190 -0.14 -0.39 -0.03 0.221
H -1.358 -0.053 1.394 0.17 -0.51 -1.53 0.251
H -1.625 -1.240 0.025 0.01 0.91 0.19 0.259
Cl 2.906 1.040 -1.836 3.74 8.21 -0.10 -0.217
H 2.460 0.022 -1.846 -3.39 -7.92 -0.05 0.220
```
Forces are in eV/Å.

Entry 2:
Below is a 2-piece molecular cluster, C4H9N2 overall at a distorted geometry, with properties calculated with ωB97M-V/def2-TZVPD.

Output
lowest unoccupied orbital energy (spin up / spin down) = -4.9 / -4.9 eV
total charge = +1
HOMO level (spin up / spin down) = -13.726 / -13.726 eV
Kohn-Sham gap (spin up / spin down) = 8.8 / 8.8 eV

The geometry in XYZ format:
```
15
Properties=species:S:1:pos:R:3:forces:R:3:nbo_charge:R:1
C -0.525 2.418 -0.517 -0.26 2.36 0.25 -0.255
C -1.281 1.164 -0.304 0.09 -0.05 -0.88 0.009
C -0.884 1.034 1.038 -0.32 -0.12 -1.37 0.204
C 1.012 -1.503 -0.427 -2.00 4.02 1.22 -0.408
N 0.163 1.598 0.498 0.59 -0.50 0.71 -0.163
N 0.117 -1.251 0.794 -0.13 -0.41 -2.63 -0.845
H 0.156 2.522 -1.399 -1.23 0.36 0.55 0.261
H -0.972 3.364 0.031 1.05 -1.79 -1.81 0.264
H -1.474 0.353 -1.036 0.41 0.53 0.59 0.273
H -1.278 0.748 1.960 0.03 -0.72 1.45 0.265
H 1.947 -1.876 -0.229 2.22 -0.90 1.05 0.219
H 0.617 -2.107 -1.205 -1.09 -0.49 -0.27 0.222
H 1.172 -0.447 -0.824 0.06 -1.16 -0.04 0.172
H 0.523 -1.033 1.676 0.55 -0.71 0.41 0.392
H -0.681 -1.857 0.769 0.03 -0.42 0.77 0.389
```
Forces are in eV/Å.

Entry 3:
Below is C9H15GaNO2SbSe4 as an isolated structure, with properties calculated with ωB97M-V/def2-TZVPD.

Output
lowest unoccupied orbital energy = -0.6 eV
HOMO level = -7.374 eV
Kohn-Sham gap = 6.8 eV

The geometry in XYZ format:
```
33
Properties=species:S:1:pos:R:3:forces:R:3:nbo_charge:R:1
Ga -0.914 -0.569 0.361 -0.30 0.02 0.06 1.145
O 1.004 -0.980 0.668 0.25 0.06 -0.13 -0.807
C 2.042 -0.125 0.137 -0.03 0.11 0.14 -0.064
C 2.226 1.055 1.078 0.02 -0.08 -0.05 -0.410
C 0.919 1.767 1.459 0.00 0.00 -0.03 -0.452
C 0.122 2.221 0.269 0.09 0.17 0.09 0.266
C 0.165 3.526 -0.191 0.03 -0.02 0.06 -0.246
C -0.582 3.889 -1.299 -0.05 -0.01 -0.05 -0.113
C -1.364 2.938 -1.931 0.02 0.05 0.01 -0.244
C -1.366 1.653 -1.432 -0.07 -0.07 -0.01 0.100
N -0.632 1.308 -0.364 -0.01 -0.06 -0.06 -0.608
H 1.123 -1.939 0.396 -0.02 -0.15 0.10 0.556
H 1.769 0.200 -0.869 -0.04 -0.03 0.00 0.187
H 2.959 -0.709 0.073 -0.01 0.00 -0.01 0.206
H 2.908 1.761 0.598 0.00 -0.01 0.00 0.220
H 2.704 0.708 1.995 0.00 0.01 0.00 0.227
H 1.156 2.634 2.075 0.02 0.00 -0.01 0.239
H 0.303 1.113 2.082 -0.02 -0.01 -0.03 0.252
H 0.772 4.251 0.334 0.01 0.00 0.00 0.230
H -0.561 4.910 -1.658 0.00 0.00 0.00 0.230
H -1.978 3.177 -2.786 0.00 0.01 0.01 0.243
H -1.972 0.867 -1.867 0.01 0.01 0.00 0.266
Se -4.790 0.595 -0.492 -0.01 -0.06 -0.04 -0.669
Sb -3.889 -1.446 0.353 0.16 0.13 0.08 1.083
Se -1.823 -1.927 -1.294 -0.05 0.01 0.04 -0.703
Se -2.216 -0.685 2.263 -0.01 -0.07 -0.15 -0.604
Se -4.936 -3.474 0.931 -0.04 -0.03 -0.01 -0.581
C 1.416 -4.712 -0.128 0.02 -0.02 0.01 -0.242
O 0.765 -3.464 0.086 0.02 0.03 -0.04 -0.777
H 1.618 -4.875 -1.187 0.00 0.00 0.00 0.175
H 0.810 -5.532 0.259 0.00 0.01 0.00 0.188
H 2.358 -4.686 0.416 0.00 0.00 0.00 0.185
H -0.114 -3.448 -0.338 0.01 0.00 0.02 0.521
```
Forces are in eV/Å.

Entry 4:
Below is C23H37As3CdN12O3S3 as an isolated structure, with properties calculated with ωB97M-V/def2-TZVPD.

Output
lowest unoccupied orbital energy = 4.3 eV
total charge = -2
HOMO level = -1.060 eV
Kohn-Sham gap = 5.3 eV

The geometry in XYZ format:
```
82
Properties=species:S:1:pos:R:3:forces:R:3:mulliken_charge:R:1
Cd -0.339 0.289 0.756 0.05 0.02 -0.15 2.152
O 1.953 -3.496 2.098 -0.03 0.09 -0.17 -0.571
C 2.232 -3.175 3.372 0.01 0.01 0.06 0.073
C 2.867 -4.125 4.174 0.01 -0.01 0.06 -0.697
C 3.171 -3.836 5.492 0.00 -0.01 -0.02 -0.192
C 2.847 -2.595 6.029 -0.01 0.02 0.01 -0.832
C 2.218 -1.652 5.231 -0.02 -0.01 0.00 -0.229
C 1.901 -1.916 3.901 0.03 0.02 -0.08 -0.013
C 1.235 -0.878 3.043 0.08 -0.22 0.21 0.606
O 1.022 -1.171 1.797 0.27 -0.36 -0.04 -1.108
N 0.943 0.227 3.636 -0.11 0.06 0.10 -0.077
N 0.380 1.177 2.791 -0.31 0.23 -0.13 -0.270
C 0.085 2.287 3.396 0.34 0.31 0.02 0.248
S -3.153 3.131 3.325 0.11 0.11 -0.13 -0.248
C -2.141 4.098 4.529 0.08 -0.09 -0.05 -0.355
C -1.397 3.144 5.497 0.06 0.12 0.01 -0.762
S 0.281 2.506 5.163 -0.11 -0.18 -0.12 -0.211
H 1.540 -2.652 1.725 -0.04 -0.07 -0.10 0.334
H 3.110 -5.086 3.738 -0.01 0.01 -0.02 0.376
H 3.666 -4.583 6.103 0.00 0.00 0.00 0.340
H 3.080 -2.365 7.061 0.00 0.00 0.00 0.368
H 1.947 -0.678 5.617 0.00 0.00 0.00 0.502
H -2.871 4.641 5.135 -0.10 -0.11 -0.02 0.566
H -1.289 5.945 4.259 0.06 -0.05 0.05 0.368
H -2.028 2.264 5.613 -0.05 0.05 0.12 0.368
H -1.315 3.619 6.479 0.06 0.07 -0.04 0.431
C 2.466 -4.102 -1.533 -0.04 -0.04 -0.02 -1.209
As 1.245 -2.565 -1.342 0.04 -0.07 0.04 0.797
C -0.403 -3.622 -1.103 -0.04 0.08 0.07 -1.102
C 1.112 -2.223 -3.284 -0.10 0.04 -0.03 -1.913
C 0.351 -0.941 -3.651 -0.08 0.05 -0.02 3.582
C -1.143 -1.181 -3.375 0.00 -0.01 -0.03 -2.738
C 0.872 0.307 -2.882 0.06 -0.05 0.03 -1.664
As -0.393 1.261 -1.651 -0.13 0.28 0.00 -0.159
C 0.843 2.788 -1.405 0.12 -0.02 0.01 -1.195
C -4.494 -0.118 -1.246 0.11 -0.04 0.05 -0.565
C 0.454 -0.700 -5.171 -0.01 0.00 0.00 -2.141
As 2.196 -0.612 -6.135 0.02 0.01 -0.01 0.258
C 3.588 -0.244 -4.792 -0.01 0.00 0.01 -0.993
C 2.036 1.263 -6.714 -0.02 0.02 0.02 -1.166
H 1.991 -4.924 -2.073 0.01 0.02 -0.04 0.350
H 2.755 -4.444 -0.540 -0.01 0.01 0.03 0.353
H 3.361 -3.786 -2.072 0.01 0.00 0.03 0.331
H -0.173 -4.509 -0.513 0.05 0.01 0.03 0.445
H -0.812 -3.922 -2.068 0.02 -0.05 -0.01 0.406
H -1.143 -3.035 -0.557 0.00 0.02 -0.01 0.145
H 0.630 -3.082 -3.766 0.05 -0.02 -0.01 0.496
H 2.139 -2.180 -3.656 0.02 0.05 0.07 0.082
H -1.332 -1.336 -2.311 -0.01 0.01 0.03 0.220
H -1.493 -2.065 -3.918 0.01 -0.03 0.01 0.538
H -1.736 -0.321 -3.689 0.00 -0.01 0.00 0.662
H 1.115 1.087 -3.609 0.03 0.03 0.03 0.274
H 1.795 0.089 -2.338 -0.01 -0.10 -0.05 0.457
H 0.956 3.329 -2.349 -0.01 0.00 0.00 0.379
H 1.826 2.457 -1.066 0.01 0.01 -0.02 0.315
H 0.432 3.459 -0.652 -0.06 -0.01 0.00 0.371
H -3.843 -0.229 -2.114 -0.01 0.01 0.00 0.064
H -5.520 -0.372 -1.495 0.01 0.01 -0.02 0.309
H -4.113 -0.740 -0.437 0.02 0.01 0.04 0.241
H -0.062 0.236 -5.410 -0.02 0.00 0.01 0.631
H -0.088 -1.499 -5.687 0.03 0.00 -0.01 0.528
H 3.960 -1.167 -4.350 -0.01 0.00 0.00 0.323
H 3.243 0.419 -4.005 0.00 0.02 0.02 0.206
H 4.409 0.231 -5.332 0.00 -0.01 -0.01 0.422
H 1.165 1.376 -7.359 0.00 -0.01 -0.01 0.323
H 2.924 1.558 -7.274 0.01 -0.01 0.00 0.398
H 1.922 1.916 -5.848 -0.01 0.01 0.00 0.307
N -3.126 3.968 0.719 -0.05 0.03 0.10 -0.090
C -2.276 3.587 1.801 -0.09 -0.22 0.01 -0.102
N -1.419 5.086 3.740 -0.18 0.18 0.05 -0.152
N -0.093 4.667 3.346 0.22 -0.03 -0.04 -1.419
N -0.259 3.440 2.774 -0.41 -0.10 0.17 0.749
N -1.031 3.487 1.570 0.16 0.08 -0.10 -0.393
C -3.862 3.011 0.060 0.03 -0.05 -0.06 0.353
N -4.995 3.285 -0.623 0.02 -0.01 -0.02 -0.545
N -5.354 2.146 -1.169 -0.03 0.03 -0.02 -0.643
N -4.472 1.260 -0.804 0.02 0.06 0.14 0.572
N -3.513 1.742 -0.026 0.06 -0.09 -0.01 -0.049
H -3.685 4.779 0.943 -0.01 -0.01 0.02 0.324
O -4.024 -1.551 2.782 -0.02 -0.02 0.03 -0.617
S -2.750 -0.860 2.512 -0.05 -0.08 -0.11 0.223
N -2.122 -1.026 1.186 -0.10 0.04 0.04 -0.741
```
Forces are in eV/Å.

Entry 5:
Below is a 2-piece molecular cluster, C3H5N4S3 overall at a distorted geometry, with properties calculated with ωB97M-V/def2-TZVPD.

Output
lowest unoccupied orbital energy = -4.5 eV
total charge = +1
HOMO level = -12.583 eV
Kohn-Sham gap = 8.0 eV

The geometry in XYZ format:
```
15
Properties=species:S:1:pos:R:3:forces:R:3:nbo_charge:R:1
C -1.118 -1.544 1.320 -3.61 -1.66 1.27 0.206
C 2.174 2.530 -1.051 -1.28 0.02 0.15 -0.178
C 0.574 0.956 -2.027 0.64 1.84 0.46 -0.062
N -2.114 -2.081 1.636 1.20 1.12 -0.72 -0.185
N 2.114 1.261 -0.534 0.41 -0.58 1.16 -0.403
N 1.242 0.378 -1.084 -0.72 0.09 -0.77 -0.302
N -3.417 -2.269 1.866 -0.48 -3.20 -2.78 -0.567
S 0.369 -1.147 1.388 3.60 1.06 -0.36 -0.092
S 3.079 3.763 -0.634 0.67 0.37 0.20 0.129
S 0.769 2.616 -2.235 1.67 -0.27 0.65 0.517
H -0.004 0.623 -2.792 -2.13 -2.44 -1.28 0.257
H 0.866 -0.444 -0.481 0.62 0.48 -0.31 0.446
H 2.603 0.897 0.285 0.13 0.68 -0.33 0.452
H -3.581 -2.245 2.835 -0.30 0.07 1.59 0.390
H -3.557 -3.294 1.507 -0.41 2.42 1.08 0.393
```
Forces are in eV/Å.

Entry 6:
Below is a 2-piece molecular cluster, C2H9N2 overall at a distorted geometry, with properties calculated with ωB97M-V/def2-TZVPD.

Output
lowest unoccupied orbital energy = -3.7 eV
total charge = +1
HOMO level = -13.498 eV
Kohn-Sham gap = 9.8 eV

The geometry in XYZ format:
```
13
Properties=species:S:1:pos:R:3:forces:R:3:nbo_charge:R:1
N 1.635 -0.897 0.234 -0.56 0.70 1.02 -0.890
H 2.018 -0.193 0.865 0.24 -0.01 0.04 0.445
H 2.369 -1.237 -0.379 -0.18 -0.12 -0.29 0.451
H 0.807 -0.433 -0.227 0.28 -0.32 -0.94 0.483
H 1.240 -1.623 0.831 0.22 -0.32 -0.10 0.448
C -0.902 1.021 0.948 0.59 0.62 -0.82 -0.498
C -1.321 0.281 -0.073 -0.45 -1.55 0.38 -0.022
N -0.614 0.105 -1.322 -0.22 1.09 1.81 -0.876
H -0.136 1.767 0.729 0.21 -0.16 0.33 0.192
H -1.308 1.021 1.946 -0.46 0.01 -0.16 0.244
H -2.180 -0.376 0.037 0.13 -0.06 0.13 0.212
H -1.117 -0.497 -1.954 -0.11 0.32 -0.34 0.409
H -0.492 1.060 -1.635 0.30 -0.21 -1.06 0.403
```
Forces are in eV/Å.

Entry 7:
Below is C2H8F6LiNO8S2 as an isolated structure at a distorted geometry, with properties calculated with ωB97M-V/def2-TZVPD.

Output
lowest unoccupied orbital energy = -1.0 eV
HOMO level = -9.505 eV
Kohn-Sham gap = 8.5 eV

The geometry in XYZ format:
```
28
Properties=species:S:1:pos:R:3:forces:R:3:nbo_charge:R:1
Li -0.495 0.045 1.338 0.09 -0.06 -0.62 0.965
C 2.932 0.466 -0.528 -1.49 0.81 -1.98 0.798
F 3.142 1.461 -1.460 0.55 -1.53 1.33 -0.315
F 4.025 -0.051 -0.003 -0.14 0.15 -0.92 -0.285
F 2.252 1.031 0.457 -0.52 0.17 0.74 -0.332
S 1.778 -0.858 -1.417 0.16 -1.73 -0.85 2.074
O 2.256 -0.997 -2.815 -0.91 0.94 3.35 -0.855
O 1.837 -2.017 -0.520 0.15 1.84 -0.87 -0.910
N 0.164 -0.131 -1.262 2.56 -0.21 1.14 -1.257
S -0.682 -0.850 -2.378 -0.68 -3.75 -2.39 2.164
O -0.814 -0.110 -3.587 -0.56 1.08 -0.06 -0.919
O -0.255 -2.249 -2.612 -1.28 2.00 1.21 -0.923
C -2.545 -0.901 -1.659 0.58 0.27 -0.14 0.761
F -3.506 -0.626 -2.569 1.30 -0.44 0.72 -0.304
F -2.856 -2.050 -1.034 0.32 0.43 -0.55 -0.319
F -2.587 0.072 -0.722 -0.23 0.19 0.26 -0.355
O -1.339 2.691 2.165 0.16 -0.62 -0.16 -0.963
H -2.205 2.888 2.522 -0.31 0.03 0.01 0.483
H -0.747 3.276 2.637 0.27 0.18 0.06 0.485
O 1.442 -0.642 4.004 -0.33 0.23 -0.26 -0.952
H 0.900 -1.071 4.666 -0.11 -0.12 0.18 0.471
H 2.335 -0.917 4.211 0.30 -0.05 -0.07 0.484
O 0.363 3.520 -2.360 0.00 0.35 0.21 -0.948
H 0.215 2.651 -1.988 -0.06 -0.38 0.04 0.475
H 0.648 3.352 -3.258 0.05 -0.10 -0.23 0.473
O -1.877 -2.394 2.531 0.25 0.51 -0.05 -0.960
H -2.023 -2.454 3.475 -0.04 -0.02 0.24 0.474
H -2.357 -3.137 2.167 -0.08 -0.19 -0.31 0.490
```
Forces are in eV/Å.

Entry 8:
Below is a 2-piece molecular cluster, C5H14 overall at a distorted geometry, with properties calculated with ωB97M-V/def2-TZVPD.

Output
lowest unoccupied orbital energy = 1.2 eV
HOMO level = -11.327 eV
Kohn-Sham gap = 12.5 eV
SMILES = CCC.CC

The geometry in XYZ format:
```
19
Properties=species:S:1:pos:R:3:forces:R:3:nbo_charge:R:1
C -1.481 1.228 -0.135 -0.36 -0.19 -0.40 -0.618
C -1.539 0.403 1.137 0.66 -2.27 -0.80 -0.394
C -2.128 -1.023 0.911 -0.83 0.85 -0.50 -0.603
H -2.531 1.327 -0.430 0.11 0.88 0.02 0.203
H -1.056 0.799 -1.048 0.40 -0.65 0.47 0.205
H -0.925 2.154 0.002 -0.54 0.31 0.08 0.213
H -0.566 0.140 1.564 0.13 0.92 0.17 0.194
H -2.190 0.893 1.845 0.17 0.27 0.44 0.200
H -1.693 -1.604 0.095 0.55 0.21 0.17 0.202
H -2.082 -1.593 1.834 -0.13 -0.14 0.00 0.207
H -3.169 -0.908 0.585 -0.12 -0.18 0.33 0.193
C 2.767 0.029 -0.192 0.02 0.64 0.86 -0.621
C 2.062 -0.518 -1.432 0.60 0.10 -0.18 -0.616
H 3.497 -0.620 0.299 -0.40 -0.46 -0.18 0.207
H 3.353 0.947 -0.304 -0.22 -0.01 -0.67 0.206
H 2.021 0.309 0.549 -0.01 -0.12 0.27 0.203
H 1.023 -0.791 -1.261 0.02 -0.05 0.25 0.206
H 2.054 0.229 -2.226 0.03 -0.08 -0.10 0.207
H 2.584 -1.402 -1.791 -0.07 -0.02 -0.24 0.207
```
Forces are in eV/Å.

The records above give, respectively, energy above the lowest of the compared OMol25 structures with the same formula, charge and spin values of 83.7 136.0 0.0 115.2 66.9 21.1 46.9 11.1 kcal per mole.